(1)
{
  "formula": "C13H15BF3NS2",
  "method": "ωB97M-V with the def2-TZVPD basis set",
  "mol_weight_da": 317.21,
  "charge": 0,
  "lumo_ha": -0.068,
  "max_force_ev_per_a": 5.367,
  "species": ["C", "N", "C", "C", "C", "C", "C", "C", "C", "B", "F", "F", "F", "C", "H", "H", "H", "H", "H", "H", "H", "H", "C", "C", "S", "C", "S", "C", "H", "H", "H", "H", "H", "H", "H"],
  "xyz": [[-3.831, -1.564, 2.430], [-2.955, -0.512, 1.942], [-3.237, 0.816, 1.661], [-2.032, 1.559, 1.544], [-0.927, 0.505, 1.760], [-1.545, -0.725, 1.895], [-0.876, -1.829, 2.538], [0.499, -1.673, 2.766], [1.157, -0.504, 2.482], [2.826, -0.487, 2.713], [3.299, 0.797, 2.590], [3.052, -1.059, 3.999], [3.240, -1.358, 1.661], [0.432, 0.623, 1.972], [-3.284, -2.519, 2.555], [-4.237, -1.317, 3.429], [-4.677, -1.770, 1.753], [-4.291, 1.066, 1.558], [-2.047, 2.606, 2.215], [-1.448, -2.635, 3.015], [1.017, -2.544, 3.199], [0.933, 1.634, 1.817], [-2.697, 3.838, -2.596], [-1.648, 2.741, -2.631], [-1.687, 1.475, -1.273], [-1.732, 2.403, 0.203], [-2.906, 3.745, 0.274], [-2.828, 4.667, -1.329], [-2.514, 4.523, -3.431], [-3.652, 3.339, -2.711], [-1.779, 2.077, -3.509], [-0.607, 3.108, -2.692], [-0.667, 2.657, 0.549], [-2.049, 5.441, -1.203], [-3.789, 5.223, -1.311]]
}

(2)
{
  "formula": "C13H15BrN3O2S",
  "method": "ωB97M-V with the def2-TZVPD basis set",
  "mol_weight_da": 357.25,
  "charge": -1,
  "lumo_ha": 0.065,
  "max_force_ev_per_a": 4.146,
  "species": ["N", "C", "C", "C", "C", "C", "N", "S", "N", "C", "C", "C", "C", "C", "O", "Br", "H", "H", "H", "H", "H", "H", "H", "H", "C", "C", "C", "O", "H", "H", "H", "H", "H", "H", "H"],
  "xyz": [[-3.313, -2.396, 2.126], [-3.011, -1.198, 2.472], [-1.585, -0.539, 2.430], [-0.687, -0.985, 1.230], [0.677, -1.421, 1.571], [1.646, -1.904, 0.526], [2.954, -2.320, 0.747], [3.462, -2.673, -0.808], [2.141, -2.361, -1.791], [1.159, -1.907, -0.914], [-0.234, -1.453, -1.238], [-1.185, -0.967, -0.221], [-2.624, -0.471, -0.614], [-2.514, 0.631, -1.764], [-1.502, 1.175, -2.063], [-4.147, 1.215, -2.773], [-2.439, -2.851, 1.817], [-3.866, -0.554, 2.851], [-1.725, 0.589, 2.379], [-1.041, -0.734, 3.405], [1.022, -1.394, 2.632], [-0.590, -1.459, -2.298], [-3.166, 0.034, 0.234], [-3.278, -1.332, -0.956], [3.390, 2.127, -1.136], [2.019, 1.692, -0.579], [1.042, 2.881, -0.681], [2.171, 1.378, 0.721], [3.812, 2.971, -0.581], [4.112, 1.304, -1.101], [3.301, 2.439, -2.189], [1.635, 0.922, -1.284], [1.389, 3.749, -0.110], [0.047, 2.609, -0.312], [0.927, 3.202, -1.727]]
}

(3)
{
  "formula": "C13H15Cl3GeMoN4O7S2",
  "method": "ωB97M-V with the def2-TZVPD basis set",
  "mol_weight_da": 678.33,
  "charge": 3,
  "multiplicity": 2,
  "lumo_ha": [-0.436, -0.464],
  "max_force_ev_per_a": 0.794,
  "species": ["Mo", "C", "N", "C", "C", "N", "C", "S", "H", "H", "H", "H", "H", "H", "O", "C", "O", "C", "C", "C", "C", "C", "C", "N", "O", "O", "N", "O", "O", "H", "H", "H", "Cl", "Ge", "Cl", "Cl", "C", "S", "C", "O", "H", "H", "H", "H", "H", "H"],
  "xyz": [[1.556, -0.351, 0.889], [1.803, 3.738, -2.795], [1.015, 2.497, -2.923], [0.212, 2.194, -3.965], [-0.360, 0.963, -3.709], [0.124, 0.556, -2.517], [0.973, 1.485, -2.014], [1.872, 1.507, -0.570], [1.685, 4.304, -3.714], [2.852, 3.489, -2.653], [1.429, 4.318, -1.955], [0.089, 2.850, -4.812], [-1.060, 0.384, -4.291], [-0.145, -0.284, -2.017], [-0.223, -0.719, -0.002], [-0.933, -0.079, 0.903], [-0.194, 0.488, 1.760], [-2.372, -0.046, 0.880], [-3.060, 0.638, 1.888], [-4.435, 0.650, 1.838], [-5.153, 0.029, 0.829], [-4.433, -0.626, -0.156], [-3.061, -0.692, -0.149], [-5.155, -1.276, -1.280], [-6.355, -1.296, -1.217], [-4.461, -1.711, -2.177], [-5.172, 1.367, 2.913], [-6.368, 1.419, 2.801], [-4.495, 1.825, 3.806], [-2.552, 1.148, 2.695], [-6.236, 0.061, 0.811], [-2.560, -1.247, -0.929], [1.154, -2.053, 2.560], [1.507, -0.665, 4.764], [3.422, -1.468, 5.134], [2.658, 0.937, 2.403], [4.102, -3.542, 1.351], [4.085, -2.514, -0.098], [5.529, -1.510, 0.162], [2.906, -1.480, 0.140], [4.965, -4.201, 1.224], [3.193, -4.140, 1.352], [4.200, -2.938, 2.251], [6.383, -2.187, 0.087], [5.489, -1.041, 1.144], [5.580, -0.780, -0.644]]
}